C19H14BrN2PdS as an isolated structure, computed with the ωB97M-V functional and the def2-TZVPD basis.

Results
HOMO level (spin up / spin down) in eV: -18.24 / -18.24
ΔE to the lowest compared entry with this formula, charge and spin in kcal/mol: 0.0
LUMO energy (spin up / spin down) in eV: -13.9 / -13.9
Net charge: +3

```
38
Properties=species:S:1:pos:R:3:forces:R:3
Pd 0.143 -1.192 -0.481 -0.180 0.421 -0.048
S -1.870 2.121 -2.958 0.029 0.018 0.058
C -1.736 2.776 -1.410 -0.030 0.065 0.000
C -2.129 4.037 -0.985 -0.006 0.024 0.027
C -1.951 4.331 0.348 0.052 -0.125 0.026
C -1.390 3.384 1.301 -0.069 0.150 -0.060
C -0.986 2.161 0.914 0.081 -0.149 0.042
C -1.121 1.807 -0.472 -0.081 0.158 0.143
N -0.786 0.679 -1.023 0.220 -0.366 0.125
C -1.165 0.634 -2.360 -0.072 0.145 -0.249
C -1.031 -0.519 -3.056 -0.030 -0.077 -0.022
C -1.452 -0.655 -4.434 0.039 -0.040 0.022
C -1.323 -1.856 -5.033 0.039 -0.109 0.052
C -0.772 -2.944 -4.284 -0.014 0.138 0.061
C -0.355 -2.834 -2.952 0.018 -0.256 -0.114
C -0.464 -1.641 -2.283 -0.047 0.176 -0.138
H -2.569 4.753 -1.667 -0.002 0.019 0.018
H -2.256 5.304 0.718 0.011 0.001 0.003
H -1.319 3.686 2.337 -0.018 0.013 -0.004
H -0.605 1.425 1.609 0.013 0.021 0.001
H -1.866 0.195 -4.963 0.006 -0.013 -0.023
H -1.623 -2.016 -6.060 -0.006 0.010 -0.005
H -0.670 -3.905 -4.779 0.009 0.001 0.000
H 0.063 -3.718 -2.493 -0.020 0.014 0.028
C 2.695 0.381 4.545 0.025 -0.089 0.038
C 2.226 -0.643 3.552 0.027 -0.011 0.039
C 2.436 -2.007 3.737 -0.015 -0.045 -0.043
C 2.017 -2.926 2.777 0.086 -0.041 0.145
C 1.387 -2.394 1.693 -0.145 -0.102 -0.253
Br 0.767 -3.444 0.189 0.183 -0.146 0.257
N 1.129 -1.114 1.466 -0.045 0.028 0.005
C 1.566 -0.249 2.393 0.041 0.137 -0.046
H 3.195 -0.095 5.385 -0.004 0.002 -0.006
H 1.858 0.955 4.941 -0.011 0.022 -0.018
H 3.402 1.073 4.087 -0.014 0.020 -0.024
H 2.945 -2.363 4.624 -0.001 0.002 0.004
H 2.185 -3.990 2.879 0.010 0.006 0.018
H 1.426 0.806 2.196 -0.081 -0.021 -0.060
```
Forces are in eV/Å.